Here is 10 unconnected molecules or ions with the total composition C48H119N2O35P7 from the Open Molecules 2025 dataset. Energies are from ωB97M-V with the def2-TZVPD basis set.

Computed properties:
LUMO in eV: 0.47
Electronic energy in hartree: -7033.1921
Spin multiplicity: 1
Structure (SMILES): CCOP(=O)(OCC)OCC.CCOP(=O)(OCC)OCC.CCOP(=O)(OCC)OCC.CCOP(=O)(OCC)OCC.CCOP(=O)(OCC)OCC.CCOP(=O)(OCC)OCC.CCOP(=O)(OCC)OCC.C[N+](=O)[O-].C[N+](=O)[O-].CCOC(=O)OC
Gap between HOMO and LUMO in Eh: 0.380

Last column: Löwdin charge in e.
CARTESIAN COORDINATES (ANGSTROEM)
C  -4.36332  -7.26894  0.10156  -0.0537
C  -4.23211  -5.73414  0.20102  -0.2307
O  -4.20416  -5.50635  1.63890  -0.1966
P  -3.18617  -4.43932  2.26862  0.3626
O  -3.01813  -3.30852  1.36177  -0.2203
O  -3.70654  -4.18238  3.71672  -0.1602
C  -4.64643  -3.02642  3.72954  -0.2286
C  -5.21207  -2.90706  5.12178  -0.0593
O  -1.83965  -5.30269  2.37762  -0.1868
C  -0.54578  -4.63495  2.45923  -0.2260
C  -0.46330  -3.61774  3.63589  -0.0686
H  -3.66688  -7.78925  0.85943  0.1106
H  -5.37541  -7.41001  0.45864  0.0634
H  -4.20339  -7.64804  -0.93336  0.0812
H  -3.32497  -5.34490  -0.24597  0.0688
H  -5.01652  -5.13867  -0.15762  0.0830
H  -4.12051  -2.09301  3.43112  0.0818
H  -5.34631  -3.31124  2.92844  0.1060
H  -5.84143  -3.78387  5.21464  0.0790
H  -4.46389  -2.98682  5.91320  0.0833
H  -5.66568  -1.94981  5.25379  0.0737
H  0.25232  -5.37730  2.59371  0.1157
H  -0.36054  -4.11514  1.46486  0.1169
H  -0.82370  -4.10543  4.55089  0.0885
H  0.56164  -3.29805  3.65400  0.0308
H  -1.05679  -2.69880  3.39790  0.0621
C  3.26490  4.58085  -1.30421  -0.0576
C  2.53994  4.52600  -2.66327  -0.2465
O  2.94190  3.38620  -3.45878  -0.2143
P  4.33510  3.61855  -4.29167  0.4093
O  4.88186  4.97490  -4.32983  -0.2250
O  5.33215  2.62970  -3.63330  -0.1599
C  5.24386  1.24366  -3.62750  -0.3126
C  5.79210  0.79144  -2.32834  -0.0719
O  3.88350  3.02433  -5.74263  -0.2105
C  4.90125  2.67911  -6.82274  -0.1946
C  5.03110  3.70754  -7.92285  -0.0666
H  4.31648  4.94008  -1.38815  0.0838
H  2.73493  5.32169  -0.71609  0.0628
H  3.18626  3.63671  -0.64719  0.0859
H  1.49264  4.33675  -2.55562  0.1008
H  2.68457  5.39791  -3.23578  0.0932
H  4.24653  0.75132  -3.84780  0.1374
H  5.89275  0.92705  -4.40427  0.1017
H  5.35304  1.17167  -1.42814  0.0596
H  5.81780  -0.35383  -2.36500  0.1037
H  6.86107  1.09518  -2.25252  0.0920
H  5.84536  2.47049  -6.33688  0.1072
H  4.42760  1.80036  -7.10876  0.0926
H  5.67317  3.24116  -8.68417  0.0854
H  4.07711  3.91814  -8.39980  0.0736
H  5.39006  4.68577  -7.64319  0.0759
C  -1.12353  -4.83979  -1.45494  -0.0830
C  -0.30080  -3.71906  -1.99615  -0.2476
O  0.85189  -4.18602  -2.76101  -0.1505
P  1.09437  -3.55457  -4.16828  0.3588
O  0.91526  -2.09988  -4.19964  -0.2163
O  2.54168  -4.07205  -4.45721  -0.1814
C  3.71648  -3.31985  -4.31044  -0.2750
C  4.89642  -4.29922  -4.34901  -0.0616
O  0.25547  -4.43238  -5.22681  -0.1910
C  0.60564  -4.46265  -6.66755  -0.2633
C  -0.29129  -5.42334  -7.33711  -0.0744
H  -0.53675  -5.67654  -0.97308  0.1153
H  -1.80355  -4.35759  -0.77003  0.0415
H  -1.74294  -5.32083  -2.20275  0.0766
H  -0.94914  -3.02609  -2.60700  0.1331
H  0.13222  -3.25543  -1.12500  0.0912
H  3.82051  -2.66856  -5.14104  0.1018
H  3.59288  -2.62143  -3.44785  0.1058
H  5.04887  -4.67724  -5.37143  0.0786
H  5.77070  -3.80600  -3.96125  0.0582
H  4.69688  -5.15798  -3.61458  0.1034
H  0.57001  -3.40549  -7.04747  0.1343
H  1.63483  -4.82628  -6.70732  0.1121
H  0.06666  -5.36472  -8.35638  0.0829
H  0.09709  -6.35319  -6.96467  0.0834
H  -1.32769  -5.14947  -7.22495  0.0871
C  6.50262  -2.97160  5.22757  -0.0592
C  5.24541  -2.22815  4.76307  -0.1998
O  5.03862  -2.46730  3.29915  -0.2045
P  3.75762  -1.71543  2.64409  0.4104
O  2.45464  -2.16492  3.18027  -0.2437
O  3.99600  -0.12676  2.75402  -0.2011
C  5.15089  0.57841  2.10804  -0.2235
C  5.23645  1.92316  2.66090  -0.0838
O  3.89860  -1.93308  1.08551  -0.1902
C  3.70875  -3.22526  0.49047  -0.2519
C  4.91722  -3.56291  -0.29355  -0.0639
H  7.52246  -2.74873  4.91793  0.0794
H  6.44915  -2.83784  6.29214  0.0692
H  6.38400  -4.02168  5.05822  0.0674
H  4.35602  -2.55656  5.27757  0.1120
H  5.29305  -1.16532  4.82141  0.0981
H  6.13133  -0.01145  2.25829  0.1493
H  4.85501  0.60975  1.06003  0.1053
H  4.26543  2.38436  2.55186  0.0651
H  5.55749  2.04816  3.68858  0.0874
H  5.84967  2.60860  2.02171  0.1050
H  3.54674  -3.95537  1.33499  0.1299
H  2.77225  -3.12768  -0.09497  0.1237
H  4.90818  -3.04163  -1.22234  0.0492
H  5.85467  -3.18679  0.16521  0.0995
H  5.06744  -4.60035  -0.45279  0.0689
C  -8.58457  1.71332  0.96992  -0.0759
C  -7.07985  1.77284  0.65189  -0.2450
O  -6.28874  1.09340  1.68368  -0.1678
P  -5.14526  0.10388  1.18935  0.3463
O  -4.16153  -0.11184  2.24686  -0.2055
O  -6.05871  -1.11294  0.87400  -0.1698
C  -5.58168  -2.28053  0.14422  -0.2371
C  -6.44702  -2.44681  -1.11922  -0.0556
O  -4.58396  0.68080  -0.16329  -0.1672
C  -3.16844  0.86984  -0.31368  -0.2349
C  -2.42253  -0.37811  -0.66014  -0.0745
H  -8.90063  2.25281  1.83010  0.0546
H  -9.13477  2.22576  0.14607  0.0834
H  -8.90076  0.63013  0.94441  0.0940
H  -6.97185  1.28975  -0.35757  0.1245
H  -6.79070  2.78768  0.64583  0.0985
H  -4.49630  -2.13023  -0.12460  0.1068
H  -5.72756  -3.06196  0.84507  0.0765
H  -7.52724  -2.38869  -0.84934  0.0888
H  -6.15207  -1.66444  -1.84110  0.0796
H  -6.25209  -3.41932  -1.61171  0.0717
H  -2.96295  1.60619  -1.13590  0.1249
H  -2.82834  1.30315  0.66023  0.1166
H  -1.36841  -0.14054  -0.70473  0.0408
H  -2.50991  -1.16624  0.06028  0.0496
H  -2.69588  -0.83109  -1.60061  0.0759
C  -1.92732  4.79400  -1.51370  -0.0698
C  -2.44749  4.14135  -2.78935  -0.2393
O  -1.46852  3.15651  -3.23396  -0.1956
P  -1.36301  2.92196  -4.80186  0.4085
O  -2.68282  2.81431  -5.43672  -0.2261
O  -0.38980  4.14327  -5.30862  -0.1965
C  -0.02372  4.15291  -6.73001  -0.2362
C  -1.07093  4.71753  -7.64612  -0.0889
O  -0.38894  1.66512  -4.92559  -0.2235
C  -0.93208  0.43050  -5.56008  -0.2177
C  -1.78893  -0.23042  -4.52430  -0.0899
H  -2.66592  5.42507  -1.00118  0.0826
H  -1.45812  4.07438  -0.84149  0.0533
H  -1.12889  5.52440  -1.71554  0.0770
H  -3.39804  3.64626  -2.60274  0.1168
H  -2.46056  4.94531  -3.48952  0.1030
H  0.87713  4.76727  -6.83988  0.1253
H  0.06065  3.09875  -6.98334  0.1047
H  -1.25069  5.75692  -7.66761  0.0559
H  -0.73039  4.46364  -8.66241  0.0881
H  -2.08443  4.35386  -7.47471  0.0710
H  -1.59300  0.67833  -6.38765  0.1041
H  0.02717  -0.06322  -5.89013  0.1317
H  -2.80650  0.19473  -4.47345  0.0929
H  -1.81147  -1.31991  -4.68563  0.0781
H  -1.23040  -0.17776  -3.61053  0.0514
C  -2.23493  -0.47416  5.01225  -0.0486
C  -2.49390  0.97072  4.71618  -0.2649
O  -1.38729  1.81611  5.08359  -0.1961
P  -1.52572  3.41454  5.41776  0.4021
O  -0.26867  3.92465  5.96656  -0.2145
O  -2.04000  4.19209  4.12341  -0.1777
C  -1.44520  5.48795  3.81974  -0.2725
C  -0.30096  5.39743  2.84490  -0.0752
O  -2.83184  3.58746  6.25625  -0.1961
C  -3.05303  2.91797  7.55363  -0.2248
C  -4.47038  3.14884  8.04850  -0.0664
H  -1.64692  -0.90874  4.24207  0.0498
H  -1.86588  -0.64744  6.01965  0.0902
H  -3.22080  -0.80893  4.84296  0.0429
H  -2.65039  1.05512  3.64289  0.0943
H  -3.41588  1.33889  5.24936  0.1289
H  -2.30666  6.10390  3.49037  0.1236
H  -0.97880  5.93288  4.72419  0.1126
H  0.56959  5.00444  3.45282  0.0437
H  -0.50656  4.64793  2.03052  0.0867
H  0.02613  6.44128  2.58017  0.0980
H  -2.91589  1.82868  7.39020  0.1137
H  -2.26857  3.37373  8.19128  0.1307
H  -4.60460  4.18408  8.38946  0.0821
H  -5.17701  2.95759  7.18098  0.1094
H  -4.59475  2.53955  8.86729  0.0416
C  0.40950  0.31937  1.68091  0.0641
N  0.64179  1.52079  0.79432  -0.4118
O  1.76561  1.69880  0.36731  0.0391
O  -0.30314  2.22168  0.55938  0.0574
H  1.40810  0.06241  2.05284  0.0705
H  -0.03991  -0.53827  1.05581  0.1127
H  -0.30888  0.66093  2.44659  0.0934
C  1.34583  1.13757  -2.40196  0.0592
N  1.60951  -0.27738  -1.91894  -0.3487
O  2.69510  -0.74992  -2.14913  0.0532
O  0.76653  -0.85134  -1.18359  0.0033
H  1.46445  1.18843  -3.46048  0.0844
H  2.16416  1.66647  -1.96179  0.0660
H  0.40573  1.51382  -2.07051  0.0782
C  1.18384  -0.44120  6.46043  -0.0607
C  1.50658  0.25599  5.17690  -0.2232
O  2.43220  1.34770  5.38720  0.0363
C  2.35570  2.42198  4.55571  -0.5716
O  1.84126  2.53253  3.46219  0.1062
O  2.97608  3.40922  5.22643  -0.0081
C  2.74460  4.75979  4.73196  -0.0388
H  0.64503  -1.35300  6.15477  0.0816
H  0.62647  0.14324  7.19555  0.0783
H  2.09072  -0.72451  6.98832  0.0747
H  0.66443  0.56911  4.56493  0.0901
H  1.97561  -0.54283  4.56568  0.0844
H  2.69002  4.90825  3.63353  0.0947
H  3.62343  5.30359  5.12989  0.0982
H  1.87819  5.18649  5.19264  0.0631